ORCA calculation (wB97M-V/def2-TZVPD) on 4 unconnected molecules or ions with the total composition C2H14N2O3.

## Properties
Energy above the lowest of the compared OMol25 structures with the same formula, charge and spin = 259.8 kJ/mol
Spin multiplicity = 1
DFT total energy = -419.74097 Eh
HOMO = -8.876 eV

The geometry in XYZ format:
```
21
Properties=species:S:1:pos:R:3:forces:R:3
C 1.83689 1.26919 1.48286 -1.770 -0.518 -0.537
N 1.22243 -0.01508 0.85458 0.283 5.893 -1.690
C -0.09868 0.27848 0.20474 0.994 -1.327 3.629
N -0.93806 -1.00122 0.39359 -1.448 3.842 0.345
H 2.89798 1.25193 1.67776 0.312 -0.493 -0.330
H 1.36270 1.56935 2.42736 -0.122 -0.562 0.199
H 1.60403 2.18152 0.88285 0.365 -1.036 -0.264
H 1.35872 -0.81259 1.36408 -0.173 -2.117 1.667
H -0.54064 1.16793 0.76379 0.153 -0.978 -0.815
H 0.04364 0.54022 -0.80714 0.006 0.053 -1.283
H -1.23820 -0.77312 1.39947 0.181 -1.041 -1.666
H -1.79243 -0.66007 -0.16376 1.083 -1.324 1.027
H 2.32358 -1.42884 -1.35798 0.257 0.460 -0.324
H 1.44094 -1.96199 -0.26180 1.760 -0.657 -1.158
O 2.26915 -2.19641 -0.79674 -1.921 -0.107 1.240
H -0.57846 3.87480 -3.06279 -1.341 -1.347 -0.196
H -1.49334 3.03521 -4.05793 0.455 0.306 1.622
O -1.27931 3.15655 -3.08968 0.895 1.021 -1.406
H -2.17034 -2.85602 1.14434 0.579 0.304 -0.464
H -3.25075 -3.27610 -0.02470 1.434 -0.123 4.270
O -2.97985 -3.34373 1.02711 -1.980 -0.248 -3.866
```
Forces are in eV/Å.

natural (NBO) atomic charge list, values in e, 2 entries: C -0.4274; N -0.6760